54
Properties=species:S:1:pos:R:3:forces:R:3 method="wB97M-V/def2-TZVPD" energy_ev=-104395.71802 multiplicity=2 gap_ev="5.7 / 2.8" charge=+1 max_force_ev_per_a=4.38
V -0.664 -0.368 0.551 -0.73 3.41 2.25
Cl -1.763 4.589 5.372 -0.10 -0.07 -0.34
C -1.996 3.536 4.024 -0.35 -0.84 -0.93
C -0.943 2.673 3.638 -0.19 0.15 0.69
C -1.108 1.674 2.667 -0.77 1.51 0.23
N -0.131 0.807 2.216 0.44 -2.14 -1.82
C 1.166 0.629 2.661 -0.77 0.39 0.29
O 1.748 1.176 3.576 -0.33 -0.01 -0.23
C 1.931 -0.375 1.816 0.75 -0.67 0.06
C 3.286 -0.661 2.131 -1.25 0.30 -0.18
C 4.011 -1.502 1.315 -0.66 -0.66 -0.33
C 3.383 -2.011 0.144 0.59 0.91 0.89
C 2.050 -1.766 -0.030 -0.63 0.11 -0.32
N 1.293 -0.998 0.807 1.16 -0.14 -0.36
C -2.372 1.585 1.984 0.38 0.79 0.75
C -3.384 2.502 2.288 0.38 0.13 0.57
C -3.218 3.458 3.324 0.26 -0.81 -0.51
Cl -4.618 4.417 3.687 0.51 0.03 0.13
N -2.448 0.530 1.080 1.10 -1.40 -0.95
C -3.513 0.129 0.307 -0.51 0.94 0.74
O -4.572 0.706 0.076 1.10 -0.56 0.16
C -3.237 -1.249 -0.236 -0.24 -1.23 -0.66
C -4.243 -2.004 -0.879 0.45 1.13 0.68
C -3.988 -3.311 -1.233 0.54 -0.49 -0.24
C -2.702 -3.826 -1.016 -0.49 0.52 0.00
C -1.760 -3.032 -0.403 0.75 0.43 0.47
N -1.990 -1.751 -0.009 -1.69 -1.19 -0.86
H -0.014 2.770 4.209 -0.28 -0.20 -0.44
H 3.659 -0.191 3.029 0.21 -0.04 0.00
H 4.995 -1.864 1.606 -0.01 0.44 -0.26
H 3.970 -2.467 -0.633 -0.07 -0.51 0.01
H 1.530 -2.152 -0.909 0.10 0.03 0.25
H -4.325 2.461 1.752 0.12 -0.01 0.14
H -5.199 -1.520 -1.062 0.16 -0.11 0.15
H -4.754 -3.941 -1.689 0.21 0.28 0.11
H -2.421 -4.807 -1.339 -0.02 -0.40 0.03
H -0.758 -3.423 -0.179 -0.44 0.23 -0.17
N -0.691 0.969 -1.112 -0.09 0.00 0.02
C 0.538 0.783 -1.832 0.44 0.91 -1.15
C 1.625 1.617 -1.515 -0.56 0.07 0.88
C 2.829 1.484 -2.161 0.28 -1.84 -1.45
C 2.881 0.493 -3.169 0.89 -0.03 -0.19
C 1.782 -0.282 -3.568 1.25 0.70 0.42
C 0.586 -0.103 -2.907 -0.06 -0.37 0.18
S 4.518 -0.062 -3.837 -3.70 1.41 1.86
O 4.298 -0.204 -5.275 0.92 -0.70 0.31
O 5.479 0.912 -3.399 0.35 -1.02 -0.40
O 4.500 -1.398 -3.167 1.40 0.42 -1.21
H -1.507 0.856 -1.723 0.30 -0.07 0.25
H -0.718 1.936 -0.784 -0.22 -0.22 0.27
H 1.536 2.346 -0.699 -0.11 -0.28 -0.29
H 3.763 1.976 -1.922 -0.31 0.37 0.20
H 1.938 -1.034 -4.335 -0.32 0.13 0.00
H -0.254 -0.712 -3.236 -0.14 0.25 0.33

---

52
Properties=species:S:1:pos:R:3:forces:R:3 method="wB97M-V/def2-TZVPD" energy_ev=-90967.05774 multiplicity=4 gap_ev="6.1 / 6.3" relative_energy_kcal_mol=11.08 max_force_ev_per_a=0.68
V 0.235 0.711 0.253 0.16 -0.47 0.46
Cl -3.478 5.520 -3.032 0.03 0.01 0.01
C -2.246 4.754 -2.078 -0.20 -0.11 -0.08
C -2.432 3.422 -1.718 0.02 0.11 -0.03
C -1.468 2.777 -0.963 0.15 0.10 0.08
N -1.533 1.463 -0.479 -0.02 -0.16 -0.14
C -2.686 0.812 -0.297 0.00 0.08 -0.05
O -3.804 1.026 -0.756 0.01 0.01 0.02
C -2.521 -0.297 0.725 -0.05 -0.16 0.06
C -3.615 -1.065 1.088 0.00 -0.03 0.02
C -3.477 -2.001 2.098 -0.10 0.01 -0.05
C -2.250 -2.134 2.725 0.15 0.03 0.02
C -1.203 -1.337 2.297 0.00 0.02 0.08
N -1.323 -0.442 1.315 0.05 0.04 -0.03
C -0.301 3.477 -0.561 0.09 -0.10 -0.02
C -0.137 4.805 -0.919 -0.14 -0.08 -0.04
C -1.115 5.438 -1.684 0.22 0.04 0.12
Cl -0.865 7.098 -2.119 -0.01 0.02 -0.01
N 0.631 2.691 0.160 -0.15 0.22 -0.32
C 1.684 3.215 0.802 -0.09 0.41 0.12
O 1.992 4.391 0.968 0.03 -0.09 -0.05
C 2.598 2.158 1.382 0.07 -0.20 -0.04
C 3.754 2.552 2.037 -0.04 -0.02 -0.03
C 4.637 1.584 2.476 0.05 0.02 0.03
C 4.346 0.251 2.231 0.01 -0.04 0.01
C 3.165 -0.059 1.584 -0.03 0.17 0.05
N 2.287 0.866 1.182 -0.06 -0.09 -0.06
H -3.330 2.907 -2.020 0.01 -0.03 0.02
H -4.548 -0.885 0.572 -0.01 0.00 0.00
H -4.318 -2.610 2.404 0.00 0.01 -0.01
H -2.093 -2.835 3.533 -0.02 0.00 0.00
H -0.229 -1.401 2.768 -0.01 -0.01 0.01
H 0.736 5.348 -0.598 0.00 0.04 -0.02
H 3.926 3.611 2.162 0.00 0.00 0.00
H 5.548 1.865 2.988 0.01 -0.02 0.00
H 5.017 -0.542 2.529 0.01 0.01 0.00
H 2.923 -1.087 1.365 -0.02 -0.06 0.01
N -0.152 -5.733 -3.187 0.00 0.03 0.00
C 0.460 -5.451 -2.013 0.05 -0.06 -0.01
O 0.998 -6.301 -1.333 -0.02 0.02 0.00
C 0.465 -4.007 -1.572 0.04 -0.06 0.14
C 0.037 -2.942 -2.344 -0.02 0.21 0.00
C 0.091 -1.660 -1.812 -0.01 -0.06 -0.16
N 0.542 -1.402 -0.588 0.05 0.29 0.22
C 0.963 -2.438 0.156 -0.20 0.07 -0.22
C 0.941 -3.739 -0.291 0.00 -0.03 -0.10
H -0.177 -6.695 -3.478 -0.01 0.00 0.00
H -0.666 -5.054 -3.714 -0.02 -0.01 0.00
H -0.336 -3.056 -3.352 0.01 -0.03 0.00
H -0.250 -0.806 -2.385 0.00 -0.01 0.00
H 1.293 -2.212 1.159 0.00 0.02 0.01
H 1.284 -4.552 0.334 -0.01 -0.02 -0.03

---

49
Properties=species:S:1:pos:R:3:forces:R:3 method="wB97M-V/def2-TZVPD" energy_ev=-114729.81143 gap_ev=4.8 charge=-2 relative_energy_kcal_mol=12.74 max_force_ev_per_a=5.00
C 2.404 -0.463 3.074 0.39 -0.08 0.07
C 1.016 0.053 2.810 -1.85 -0.02 -1.37
C -0.059 -0.837 2.506 1.37 -0.33 1.86
C -1.399 -0.609 3.017 0.20 0.28 -0.33
C -1.967 0.684 2.957 -0.26 0.19 0.08
C -3.309 0.887 3.262 0.28 -0.20 -0.07
C -4.112 -0.171 3.697 0.07 -0.06 0.26
C -3.516 -1.418 3.933 0.09 0.08 -0.37
C -2.184 -1.644 3.597 0.21 0.41 -0.31
O 0.858 1.316 2.795 0.57 -0.56 1.22
H 2.670 -1.393 2.556 -0.28 0.08 0.17
H 3.138 0.305 2.810 -0.11 -0.07 0.10
H 2.448 -0.630 4.157 0.27 -0.10 -0.05
H 0.191 -1.884 2.294 0.06 0.23 0.46
H -1.315 1.506 2.652 -0.39 -0.38 -0.04
H -3.723 1.884 3.112 -0.06 -0.16 0.10
H -5.174 -0.019 3.877 0.16 -0.05 0.05
H -4.105 -2.240 4.335 -0.02 0.09 0.01
H -1.692 -2.605 3.785 -0.33 0.24 -0.15
O -1.160 -1.854 0.042 0.44 0.94 -0.67
C -0.639 -0.812 -0.023 -1.55 -2.43 1.88
Co 0.007 0.781 -0.288 0.60 0.17 1.18
C -1.441 1.486 -0.933 0.67 1.05 -0.94
O -2.395 1.935 -1.410 -0.13 -0.40 0.44
C 0.634 2.190 0.840 -0.98 1.12 -0.25
O 0.907 3.283 1.099 -0.08 -1.09 -0.25
C 0.913 0.216 -1.838 -1.39 2.70 -2.11
C 0.163 -0.274 -2.994 0.94 -0.35 -0.20
C -0.449 -1.540 -2.982 -0.19 -0.04 -0.15
C -1.188 -1.993 -4.068 0.32 0.28 -0.03
C -1.205 -1.245 -5.242 -0.11 0.24 -0.23
C -0.591 0.013 -5.272 0.08 0.08 0.26
C 0.070 0.514 -4.152 -0.36 -0.40 -0.04
C 1.722 1.383 -1.670 -2.52 1.80 -3.18
C 1.786 2.702 -1.958 1.07 -0.32 -0.73
Co 2.405 0.007 -0.839 3.48 -1.77 3.12
C 2.185 -1.600 -0.140 0.05 -2.00 1.15
O 2.146 -2.667 0.310 -0.13 1.49 -0.81
C 3.289 1.147 0.216 1.13 1.16 2.07
O 3.993 1.912 0.739 -1.45 -1.29 -1.21
C 3.947 -0.113 -1.681 0.89 -0.40 -1.71
O 4.979 -0.051 -2.201 -0.92 -0.07 0.69
H -0.377 -2.170 -2.102 0.02 0.20 -0.10
H -1.757 -2.918 -3.989 0.27 0.01 -0.11
H -1.684 -1.643 -6.136 -0.08 0.17 0.16
H -0.631 0.643 -6.157 -0.05 -0.21 -0.09
H 0.525 1.505 -4.142 -0.08 -0.27 -0.09
H 2.680 3.282 -1.694 -0.61 0.00 0.08
H 0.996 3.157 -2.562 0.26 0.05 0.17

---

53
Properties=species:S:1:pos:R:3:forces:R:3 method="wB97M-V/def2-TZVPD" energy_ev=-73946.46306 gap_ev=5.7 charge=-2 relative_energy_kcal_mol=0.00 max_force_ev_per_a=3.64
Na 7.296 10.682 11.278 -0.20 -0.36 -0.41
O 9.204 10.759 13.298 -1.52 -0.34 -0.04
C 9.269 11.551 14.457 1.00 1.39 -0.21
C 8.031 12.480 14.560 -0.38 1.04 -1.78
O 8.176 13.686 14.656 -0.34 -0.79 0.69
O 6.853 11.908 14.365 1.31 -0.98 0.12
C 9.204 10.693 15.690 -0.04 -0.53 1.83
C 9.273 9.292 15.595 -0.61 0.25 1.22
C 9.174 8.486 16.759 -0.62 -0.84 -0.78
C 9.141 9.016 18.053 0.02 0.44 -1.21
C 9.068 10.426 18.114 0.50 -0.49 0.13
C 8.986 11.262 17.002 0.41 -1.06 -0.88
C 10.537 12.460 14.328 1.03 -0.99 -0.05
C 11.686 12.161 15.070 0.26 0.08 0.82
C 12.933 12.804 14.936 -1.27 0.31 0.08
C 13.072 13.844 14.011 -1.07 -1.10 0.85
C 11.937 14.142 13.254 0.23 -0.96 -1.20
C 10.749 13.385 13.297 0.70 0.79 0.94
H 9.991 10.732 12.762 0.71 0.33 -0.20
H 9.208 8.776 14.643 0.27 0.39 -0.03
H 8.970 7.403 16.528 0.61 1.07 0.66
H 9.119 8.369 18.946 0.04 0.56 -0.56
H 9.210 10.888 19.074 -0.59 0.24 0.43
H 8.721 12.312 17.201 0.58 -0.39 -0.54
H 11.646 11.422 15.872 -0.25 0.05 -0.27
H 13.667 12.532 15.688 0.35 0.05 -0.43
H 14.024 14.321 13.913 0.24 0.51 -0.24
H 12.035 14.790 12.388 -0.03 0.28 0.29
H 10.042 13.626 12.534 -0.71 -0.09 -0.13
S 5.710 12.454 9.501 0.32 -0.38 -0.34
C 5.760 10.966 8.640 -0.30 -1.10 1.85
N 5.755 9.744 9.248 -0.46 1.37 -3.00
C 5.581 8.753 8.247 0.17 1.62 -0.16
C 5.468 7.394 8.530 0.35 0.06 0.48
C 5.424 6.483 7.474 -0.44 1.11 0.55
C 5.475 6.978 6.173 -0.14 0.65 0.20
C 5.530 8.338 5.806 0.56 -0.49 2.39
C 5.542 9.247 6.872 0.33 -0.90 0.76
S 5.689 10.985 6.856 -0.09 -0.77 0.75
H 5.495 7.108 9.599 -0.07 0.07 -0.80
H 5.288 5.433 7.717 0.20 0.02 -0.38
H 5.461 6.274 5.408 0.06 -1.21 -1.45
H 5.833 8.643 4.830 -0.42 0.11 -0.71
N 6.352 9.526 13.268 -0.13 -0.61 -0.04
C 5.777 8.544 12.970 0.47 0.69 0.31
H 6.982 10.912 14.069 -1.14 0.79 0.08
F 8.675 10.453 8.222 -0.52 -0.45 -1.64
C 9.173 10.085 9.437 0.96 2.87 2.03
F 9.653 8.824 9.368 0.50 -1.76 -0.73
C 10.481 10.980 9.497 -0.90 -0.07 0.80
F 11.537 10.779 8.629 -0.72 0.14 0.39
F 10.146 12.303 9.414 0.47 -0.70 -0.19
F 11.029 10.824 10.753 0.32 0.07 -0.24

---

46
Properties=species:S:1:pos:R:3:forces:R:3 method="wB97M-V/def2-TZVPD" energy_ev=-35818.18306 gap_ev="5.5 / 5.5" charge=+3 relative_energy_kcal_mol=0.12 max_force_ev_per_a=0.66
Pt 0.001 0.134 -0.329 0.01 0.54 0.37
C 4.335 0.433 -0.495 -0.02 0.04 0.02
C 2.981 0.673 -0.734 0.03 0.03 -0.01
N 2.011 0.006 -0.115 -0.01 -0.31 -0.24
C 2.329 -0.964 0.780 -0.01 0.00 -0.03
C 3.666 -1.242 1.089 0.02 0.00 -0.02
C 4.684 -0.518 0.429 0.00 0.01 0.03
C 3.949 -2.238 2.055 0.00 0.03 0.02
C 2.928 -2.932 2.693 -0.02 -0.01 -0.01
C 1.609 -2.676 2.385 0.03 0.00 0.02
C 1.253 -1.706 1.416 -0.04 0.03 0.07
N 0.006 -1.340 1.018 0.01 0.00 0.01
C -1.240 -1.740 1.385 0.03 0.02 0.09
C -1.594 -2.775 2.286 -0.04 -0.01 0.01
C -2.913 -3.044 2.587 0.02 0.00 0.00
C -3.935 -2.308 2.001 0.00 0.02 0.02
C -3.655 -1.267 1.083 -0.03 0.01 0.00
C -4.674 -0.516 0.456 0.00 0.01 0.02
C -4.328 0.464 -0.438 0.02 0.03 0.02
C -2.976 0.706 -0.681 -0.03 0.02 0.01
N -2.004 0.020 -0.086 -0.02 -0.31 -0.26
C -2.319 -0.978 0.779 0.01 0.00 -0.04
H 5.079 1.003 -1.033 0.00 0.01 0.01
H 2.670 1.426 -1.445 0.00 0.00 0.00
H 5.723 -0.716 0.660 0.00 -0.02 -0.02
H 4.983 -2.448 2.306 0.00 -0.01 -0.01
H 3.167 -3.676 3.441 0.00 -0.01 -0.01
H 0.867 -3.236 2.922 0.02 0.01 0.00
H -0.852 -3.391 2.758 -0.02 -0.03 -0.04
H -3.150 -3.838 3.282 0.00 -0.01 -0.01
H -4.968 -2.528 2.246 0.00 -0.01 -0.01
H -5.713 -0.721 0.686 0.00 -0.02 -0.02
H -5.074 1.052 -0.954 0.00 0.01 0.01
H -2.666 1.475 -1.375 -0.01 0.00 0.00
N -0.018 6.035 -4.784 0.00 0.00 0.00
C -0.017 5.112 -4.103 0.00 0.00 0.00
C -0.016 3.958 -3.252 0.00 -0.02 -0.03
C -0.066 4.101 -1.866 0.00 -0.01 0.02
C -0.062 2.970 -1.080 0.01 0.05 -0.07
N -0.011 1.731 -1.611 0.01 0.03 0.06
C 0.035 1.591 -2.949 -0.01 -0.12 -0.01
C 0.034 2.676 -3.798 0.00 0.03 0.01
H -0.106 5.080 -1.408 0.00 0.00 0.00
H -0.098 3.042 -0.001 0.00 -0.01 0.00
H 0.069 0.580 -3.335 0.01 0.01 0.01
H 0.071 2.527 -4.869 0.00 0.00 0.00

---

53
Properties=species:S:1:pos:R:3:forces:R:3 method="wB97M-V/def2-TZVPD" energy_ev=-85529.26891 multiplicity=2 gap_ev="5.9 / 6.3" charge=+1 relative_energy_kcal_mol=0.00 max_force_ev_per_a=3.34
Ta -0.179 -0.142 -0.360 0.08 2.42 -0.47
O 2.141 3.429 1.108 -1.14 -1.63 -0.73
C 2.177 3.035 2.394 1.46 1.08 -0.27
C 3.182 3.611 3.195 0.31 -0.26 0.31
C 3.279 3.249 4.534 0.76 1.04 -0.30
C 2.351 2.391 5.110 -0.84 -0.86 0.62
C 1.372 1.805 4.323 0.19 0.05 -0.14
C 1.336 2.086 2.934 -1.21 -0.76 0.26
C 0.406 1.345 2.069 0.30 0.27 -0.48
O 0.343 1.597 0.757 -0.21 -0.36 0.49
N -0.317 0.391 2.574 -1.52 -1.02 -0.21
N -1.072 -0.201 1.553 -2.08 -1.18 0.78
C -2.171 -0.926 1.796 2.32 1.84 1.55
C -2.803 -1.579 0.715 -0.23 -0.58 -1.28
C -4.002 -2.280 0.896 0.13 0.42 0.53
C -4.643 -2.791 -0.222 -0.01 -0.02 -0.27
C -4.025 -2.622 -1.482 -0.42 -0.34 0.44
C -2.809 -1.980 -1.575 0.63 -0.13 0.55
N -2.182 -1.473 -0.493 -0.17 0.78 0.26
H 1.523 2.746 0.648 1.05 1.60 0.60
H 3.934 4.263 2.723 -0.61 -0.27 0.27
H 4.094 3.699 5.144 -0.73 -0.46 -0.47
H 2.376 2.140 6.180 0.11 0.26 -0.60
H 0.613 1.123 4.731 0.56 0.34 -0.16
H -2.587 -1.005 2.809 0.38 0.11 -0.37
H -4.367 -2.325 1.947 -0.05 -0.19 -1.13
H -5.610 -3.302 -0.119 0.57 0.21 -0.16
H -4.440 -3.027 -2.401 -0.16 0.07 0.28
H -2.249 -1.919 -2.506 -0.27 0.11 0.14
Cl -1.938 1.802 -1.125 0.31 -0.33 -0.43
C -1.934 1.648 -2.878 -0.87 0.74 -1.15
C -2.747 2.550 -3.593 0.08 0.33 1.05
C -2.801 2.513 -4.975 -0.08 0.30 0.20
C -2.021 1.602 -5.660 0.52 -0.72 -0.02
C -1.213 0.687 -4.971 -1.17 1.09 0.62
Cl -0.360 -0.433 -5.945 0.34 -0.32 0.27
C -1.187 0.689 -3.539 0.77 -0.87 -0.73
S -0.153 -0.525 -2.746 -0.46 0.42 -0.71
H -3.289 3.322 -3.022 0.20 -0.55 -0.42
H -3.436 3.215 -5.518 0.23 -0.22 0.21
H -2.015 1.554 -6.749 -0.08 0.09 0.31
O 0.555 -1.804 0.156 2.10 -1.29 0.59
N 1.903 -2.130 0.172 0.13 0.20 -0.76
C 2.135 -3.398 0.564 0.82 -0.45 -0.09
C 3.443 -3.839 0.546 -0.08 -0.50 0.18
C 4.510 -2.999 0.153 -0.65 -0.01 0.28
C 4.206 -1.703 -0.186 0.38 0.59 -0.36
C 2.872 -1.243 -0.261 -1.12 0.29 0.33
S 2.367 0.350 -0.805 -0.17 -1.81 0.74
H 1.241 -3.994 0.825 0.80 0.51 -0.12
H 3.660 -4.854 0.859 -0.16 0.09 -0.08
H 5.543 -3.377 0.142 -0.62 0.30 0.06
H 4.987 -0.971 -0.428 -0.41 -0.42 -0.04